[1]
A molecular structure, C2H5IS2 in a non-equilibrium geometry, computed with ωB97M-V with the def2-TZVPD basis set.

Element x y z (Å)
I1 -1.16 -2.60 0.17
S1 0.03 -0.59 -1.80
S2 1.05 1.15 -1.99
C1 -0.29 0.41 1.02
C2 0.08 -0.69 0.00
H1 -1.35 0.68 0.67
H2 1.50 -1.42 0.42
H3 0.44 1.24 0.91
H4 -0.30 0.07 2.05
H5 -0.01 1.75 -1.44

Computed properties:
total charge = 0
2S+1 = 1
relative energy (zero: lowest compared OMol25 entry of this formula, charge and spin) = 64.31 kcal/mol
HOMO energy = -8.992 eV



[2]
A molecular structure, C2H5IS2 in a non-equilibrium geometry, computed with ωB97M-V with the def2-TZVPD basis set.

Element x y z (Å)
I1 -2.33 0.03 2.55
S1 -2.19 0.43 0.16
S2 0.97 -1.85 0.66
C1 -0.58 1.15 -0.13
C2 0.30 0.44 -0.92
H1 0.77 -0.23 -0.02
H2 1.28 0.82 -1.20
H3 1.98 -2.26 -0.04
H4 -0.23 1.97 0.45
H5 0.05 -0.51 -1.51

Computed properties:
total charge = 0
2S+1 = 1
relative energy (zero: lowest compared OMol25 entry of this formula, charge and spin) = 71.23 kcal/mol
HOMO energy (spin up / spin down) = -8.453 / -8.451 eV



[3]
A single C2H5ISi molecule in a non-equilibrium geometry, computed with ωB97M-V with the def2-TZVPD basis set.

Element x y z (Å)
I1 -2.74 0.92 0.54
Si1 -1.15 -0.85 -0.24
C1 0.76 0.02 -0.37
C2 1.34 0.87 0.44
H1 0.72 1.13 1.31
H2 2.45 1.28 0.29
H3 1.23 -0.19 -1.27
H4 -1.06 -1.83 0.82
H5 -1.56 -1.35 -1.52

Computed properties:
total charge = 0
2S+1 = 1
structure (SMILES) = C=C[SiH2]I
relative energy (zero: lowest compared OMol25 entry of this formula, charge and spin) = 9.31 kcal/mol
HOMO energy = -9.612 eV



[4]
A molecular structure, C2H5LiO2Yb in a non-equilibrium geometry, computed with ωB97M-V with the def2-TZVPD basis set.

Element x y z (Å)
Yb1 0.91 -2.70 0.12
O1 0.53 -0.47 -0.09
O2 -2.59 0.19 -1.99
C1 1.27 0.36 0.66
C2 1.64 0.21 1.94
Li1 -0.74 0.20 -1.27
H1 -3.33 0.65 -1.60
H2 2.52 0.91 2.05
H3 -2.86 -0.18 -2.84
H4 1.29 1.48 0.48
H5 1.35 -0.66 2.54

Computed properties:
total charge = +1
2S+1 = 2
⟨S²⟩ = 0.75
HOMO energy (spin up / spin down) = -9.282 / -11.963 eV